DFT (ωB97M-V with the def2-TZVPD basis set) results for a molecular structure, C3H5CrLi2O4 at a distorted geometry.

Geometry as XYZ:
```
15
Properties=species:S:1:pos:R:3:lowdin_charge:R:1
H 1.13 -1.42 -0.92 0.179
Li -0.03 2.07 -1.27 0.736
O 2.60 -0.62 0.29 0.017
O 0.42 -0.57 0.83 -0.168
C -0.92 -1.05 0.53 -0.119
C -1.63 -0.04 -0.37 -0.312
O -1.36 1.27 0.00 -0.418
C 1.44 -0.75 -0.09 -0.280
H -0.85 -2.05 0.08 0.144
H -1.41 -1.13 1.51 0.145
H -2.71 -0.28 -0.34 0.138
H -1.31 -0.23 -1.42 0.123
O 1.38 1.83 -0.14 -0.875
Cr 0.13 1.48 1.19 0.910
Li 3.12 1.51 0.11 0.779
```

Summary:
**Charge**: +1
**LUMO energy (spin up / spin down)**: -3.66 / -3.72 eV
**Spin multiplicity**: 5
**⟨S²⟩**: 6.02
**Orbital gap (spin up / spin down)**: 7.91 / 9.70 eV

---

DFT (ωB97M-V with the def2-TZVPD basis set) results for a molecular structure, CH4O3PS at a distorted geometry.

Geometry as XYZ:
```
10
Properties=species:S:1:pos:R:3:lowdin_charge:R:1
C 0.46 0.29 1.02 -0.590
O -1.57 -0.31 -2.18 -0.402
O 0.77 0.42 -2.25 -0.449
O 0.18 -2.00 -1.68 -0.395
P -0.51 -0.20 2.41 0.590
S -0.21 -0.60 -1.72 0.454
H -0.04 -0.01 -0.27 -0.023
H 1.45 -0.07 1.05 -0.027
H 0.57 1.45 0.84 0.063
H -1.11 1.04 2.78 -0.222
```

Summary:
**Charge**: -1
**LUMO energy (spin up / spin down)**: 2.68 / 2.84 eV
**Orbital gap (spin up / spin down)**: 6.56 / 7.02 eV

---

DFT (ωB97M-V with the def2-TZVPD basis set) results for CH5NO2S in the gas phase at a distorted geometry.

Geometry as XYZ:
```
10
Properties=species:S:1:pos:R:3:lowdin_charge:R:1
C 0.17 -0.70 -0.73 -0.408
N 0.56 0.63 -1.06 -0.033
O 0.31 0.02 1.84 -0.401
O -1.91 0.16 0.59 -0.507
S -0.87 -0.80 0.88 0.915
H 0.95 -1.37 -0.67 0.054
H -0.58 -1.06 -1.46 0.089
H 1.39 0.77 -0.53 0.050
H 0.24 1.08 1.79 0.125
H -0.26 1.27 -0.66 0.116
```

Summary:
**LUMO energy**: 0.46 eV
**Orbital gap**: 9.70 eV

---

Number 1: total energy -1477.645402 Eh. Number 2: total energy -1005.716299 Eh. Number 3: total energy -644.470489 Eh.